(1)
ORCA calculation (ωB97M-V/def2-TZVPD) on the ion C4H9FN3 with charge +1.

Summary:
energy relative to the best compared isomer or geometry (same formula, charge and spin)	186.95	kJ/mol
charge	+1
LUMO energy	-4.02	eV
SMILES	CN1C=[NH+]N(C)[C@@H]1F
Kohn-Sham gap	9.80	eV
2S+1	1

Last column: natural (NBO) charge in e.
Element x y z (Å)
F -0.304488 -2.045726 -0.656108  -0.336
N 0.794565 1.010701 -0.665024  -0.312
N -1.065856 0.141752 -0.056959  -0.358
N 1.124120 -0.239164 -0.336639  -0.254
C -0.480134 1.229677 -0.404258  0.332
C -0.070208 -0.883823 0.089971  0.480
C 2.356434 -0.433582 0.317708  -0.436
C -2.453391 0.065951 0.299148  -0.416
H -0.970167 2.071487 -0.844117  0.251
H 3.082515 0.082783 -0.389904  0.233
H -3.147912 0.056672 -0.638444  0.249
H -2.644275 -0.766717 0.916477  0.248
H 1.334154 1.572308 -1.261811  0.441
H 2.377103 -0.122542 1.388165  0.219
H 0.034904 -1.347080 1.263823  0.179
H 2.611326 -1.509838 0.182271  0.252
H -2.578696 1.117135 0.795708  0.228

Atomic forces in eV per Å
-0.349 1.208 0.279
-1.893 1.792 1.223
0.206 -2.049 0.596
-1.350 -1.703 -0.282
1.626 1.007 -2.840
0.894 -2.885 3.155
2.301 -0.749 -0.794
-1.689 3.526 -1.308
-0.363 0.655 0.422
-0.348 -0.398 1.564
1.387 -0.238 1.631
-0.267 -0.697 0.857
0.989 0.754 -0.781
0.149 -0.012 -0.803
-0.449 1.370 -3.061
-0.124 0.736 0.518
-0.721 -2.316 -0.375

(2)
ORCA calculation (ωB97M-V/def2-TZVPD) on an isolated molecule of C2H6N2O.

Summary:
energy relative to the best compared isomer or geometry (same formula, charge and spin)	492.67	kJ/mol
LUMO energy	0.78	eV
SMILES	[H]/N=C\NOC
Kohn-Sham gap	10.45	eV
2S+1	1

Last column: natural (NBO) charge in e.
Element x y z (Å)
O 0.986048 -0.885704 -0.321695  -0.403
N -0.341342 -0.818977 0.428001  -0.329
N -2.576233 0.165051 -0.209220  -0.672
C -1.325710 -0.286985 -0.410366  0.229
C 1.763942 0.387043 -0.131773  -0.297
H -0.229085 -0.196426 1.351786  0.356
H 1.566520 0.655883 0.989055  0.168
H -1.087874 -0.821115 -1.469488  0.187
H -2.831566 0.252496 0.804435  0.332
H 1.121269 1.186591 -0.638215  0.192
H 2.954032 0.362144 -0.392525  0.237

Atomic forces in eV per Å
-0.423 1.012 1.403
1.960 2.708 1.589
3.937 -1.393 0.454
-3.509 -1.814 -2.305
-1.383 0.607 1.424
0.064 -1.843 -2.431
1.145 -0.453 -1.708
-0.611 2.184 1.975
0.696 0.194 -0.884
1.532 -0.828 0.051
-3.409 -0.374 0.432

(3)
ORCA calculation (ωB97M-V/def2-TZVPD) on an isolated molecule of C3H8N2S.

Summary:
energy relative to the best compared isomer or geometry (same formula, charge and spin)	283.86	kJ/mol
LUMO energy	0.78	eV
SMILES	[H]/N=C\N(C)SC
Kohn-Sham gap	9.80	eV
2S+1	1

Last column: natural (NBO) charge in e.
Element x y z (Å)
S 0.869780 -0.483312 -1.097728  0.413
N -0.416965 0.372502 -0.591773  -0.665
N -2.207571 -1.435587 -0.270657  -0.635
C -1.692617 -0.319282 -0.227941  0.310
C 1.710830 -1.078411 0.445663  -0.795
C -0.065887 1.748630 -0.142923  -0.412
H 2.325767 -0.185716 0.864872  0.220
H 0.643427 1.654817 0.668328  0.193
H 2.334230 -1.919659 0.024012  0.239
H 0.303720 2.398129 -0.953809  0.223
H 0.897844 -1.443823 1.231761  0.230
H -2.352271 0.673478 -0.092487  0.135
H -0.990773 2.158442 0.540697  0.205
H -1.359518 -2.140212 -0.398015  0.339

Atomic forces in eV per Å
1.257 -1.651 -0.224
-1.483 -0.670 0.823
2.951 -3.312 0.051
-0.276 7.549 -0.647
-0.671 0.673 0.729
-3.041 -0.234 2.459
-0.856 -1.922 -0.488
0.761 0.085 -0.137
-0.450 0.897 0.984
-0.535 -0.344 0.414
1.908 0.640 -1.699
0.682 -2.431 0.147
1.842 -0.506 -2.334
-2.087 1.226 -0.078